ORCA calculation (ωB97M-V/def2-TZVPD) on a cluster of 2 separate species, C3O2 in total at a distorted geometry.

Results
HOMO (alpha / beta) in eV: -10.22 / -10.24
Kohn-Sham gap (alpha / beta) in eV: 7.80 / 7.80
Spin multiplicity: 1
Relative energy (zero: lowest compared OMol25 entry of this formula, charge and spin) in kcal/mol: 92.8

Last column: Mulliken charge in e.
Positions of all 5 atoms, in Å:
C (1.616, 0.134, 0.070)  0.13
C (-0.904, 1.258, -0.031)  -0.59
C (-1.326, 0.017, 0.003)  0.86
O (-1.962, -0.964, -0.002)  -0.27
O (2.576, -0.446, -0.041)  -0.12